Record 1
A 5-piece molecular cluster, C16H17Cl16N2O4 overall in a non-equilibrium geometry, computed with ωB97M-V with the def2-TZVPD basis set.

Calculated values
- Molar mass: 868.57 g mol⁻¹
- Charge: +1
- HOMO-LUMO gap: 8.762 eV
- E_tot: -228389.031 eV

Element x y z (Å)
1 C 2.318 -2.492 2.385
2 C 2.148 -2.601 0.862
3 O 1.880 -1.354 0.190
4 C 2.984 -0.569 -0.053
5 O 3.495 -0.610 -1.129
6 C 3.515 0.374 1.001
7 C 2.667 1.642 1.174
8 C 1.309 1.424 1.853
9 C 0.267 0.784 0.982
10 C -0.772 0.026 1.497
11 C -1.684 -0.582 0.651
12 C -2.791 -1.428 1.210
13 O -3.789 -0.958 1.634
14 O -2.538 -2.758 1.257
15 C -1.560 -0.425 -0.729
16 C -0.524 0.342 -1.218
17 N -0.356 0.494 -2.612
18 N 0.346 0.918 -0.355
19 H 3.136 -3.132 2.703
20 H 2.448 -1.470 2.721
21 H 1.432 -2.868 2.892
22 H 2.956 -3.152 0.387
23 H 1.257 -3.201 0.697
24 H 4.495 0.685 0.654
25 H 3.678 -0.091 1.970
26 H 3.230 2.309 1.823
27 H 2.564 2.197 0.241
28 H 0.911 2.406 2.124
29 H 1.416 0.845 2.766
30 H -0.823 -0.093 2.569
31 H -2.346 -3.110 0.376
32 H -2.266 -0.905 -1.388
33 H 0.518 0.036 -2.874
34 H -0.225 1.472 -2.865
35 H 1.101 1.442 -0.783
36 C 2.324 -4.331 6.389
37 Cl 3.157 -2.816 5.998
38 Cl 0.914 -4.520 5.335
39 Cl 3.427 -5.683 6.143
40 Cl 1.797 -4.290 8.069
41 C -2.013 3.711 -4.209
42 Cl -0.601 4.107 -3.201
43 Cl -3.374 3.305 -3.159
44 Cl -2.422 5.098 -5.205
45 Cl -1.629 2.329 -5.243
46 C -3.516 3.510 2.329
47 Cl -2.805 5.096 2.024
48 Cl -4.809 3.201 1.175
49 Cl -2.257 2.260 2.127
50 Cl -4.144 3.438 3.971
51 C -2.890 -0.005 -9.036
52 Cl -3.619 1.284 -9.991
53 Cl -4.081 -1.275 -8.744
54 Cl -1.506 -0.676 -9.900
55 Cl -2.349 0.659 -7.480

The net atomic charges from Mulliken, expressed in e, are: number 1, C, carries -0.54; number 2, C, carries -0.48; number 3, O, carries -0.20; number 4, C, carries 0.32; number 5, O, carries -0.53; number 6, C, carries -0.47; number 7, C, carries -1.11; number 8, C, carries -0.64; number 9, C, carries 0.83; number 10, C, carries -1.71; number 11, C, carries 1.21; number 12, C, carries -0.29; number 13, O, carries -0.39; number 14, O, carries -0.44; number 15, C, carries -0.14; number 16, C, carries -0.65; number 17, N, carries -0.54; number 18, N, carries 0.39; number 19, H, carries 0.35; number 20, H, carries 0.02; number 21, H, carries 0.13; number 22, H, carries 0.46; number 23, H, carries 0.27; number 24, H, carries 0.46; number 25, H, carries 0.32; number 26, H, carries 0.49; number 27, H, carries 0.33; number 28, H, carries 0.42; number 29, H, carries 0.39; number 30, H, carries 0.89; number 31, H, carries 0.38; number 32, H, carries 0.69; number 33, H, carries 0.35; number 34, H, carries 0.07; number 35, H, carries 0.35; number 36, C, carries 0.37; number 37, Cl, carries -0.11; number 38, Cl, carries -0.10; number 39, Cl, carries -0.09; number 40, Cl, carries -0.08; number 41, C, carries 0.40; number 42, Cl, carries -0.13; number 43, Cl, carries -0.08; number 44, Cl, carries -0.08; number 45, Cl, carries -0.07; number 46, C, carries 0.34; number 47, Cl, carries -0.10; number 48, Cl, carries -0.09; number 49, Cl, carries -0.07; number 50, Cl, carries -0.09; number 51, C, carries 0.33; number 52, Cl, carries -0.09; number 53, Cl, carries -0.10; number 54, Cl, carries -0.09; number 55, Cl, carries -0.07


Record 2
C46H58GeN4O2PPtS2Si3 as an isolated structure in a non-equilibrium geometry, computed with ωB97M-V with the def2-TZVPD basis set.

Calculated values
- Molar mass: 1146.05 g mol⁻¹
- Charge: +2
- HOMO-LUMO gap (alpha / beta): 6.552 / 4.947 eV
- E_tot: -173043.109 eV
- Multiplicity: 2
- Expectation value of S²: 0.754

Element x y z (Å)
1 Pt -0.669 0.086 0.053
2 S 1.382 0.627 1.162
3 C 0.339 1.909 1.676
4 N -0.891 1.636 1.287
5 C -1.836 2.504 1.807
6 C -3.211 2.452 1.634
7 C -3.974 3.449 2.211
8 C -3.376 4.475 2.951
9 C -2.005 4.517 3.140
10 C -1.235 3.514 2.565
11 S 0.507 3.323 2.624
12 H -3.657 1.663 1.045
13 H -5.048 3.439 2.079
14 H -3.994 5.247 3.389
15 H -1.548 5.309 3.718
16 O -2.010 -4.572 -5.117
17 C -2.870 -4.406 -4.017
18 C -2.232 -3.463 -3.039
19 C -2.849 -3.156 -1.831
20 C -2.224 -2.285 -0.972
21 N -1.055 -1.692 -1.232
22 C -0.474 -1.937 -2.416
23 C -1.024 -2.845 -3.315
24 C 0.707 -1.113 -2.802
25 C 1.382 -1.288 -4.002
26 C 2.380 -0.390 -4.349
27 C 3.088 -0.507 -5.679
28 O 3.042 -1.811 -6.211
29 C 2.672 0.641 -3.463
30 C 1.972 0.718 -2.272
31 N 1.010 -0.141 -1.947
32 H -2.403 -5.184 -5.747
33 H -3.070 -5.356 -3.508
34 H -3.837 -3.984 -4.318
35 H -3.804 -3.584 -1.555
36 H -2.677 -2.035 -0.027
37 H -0.543 -3.046 -4.259
38 H 1.158 -2.100 -4.677
39 H 4.110 -0.129 -5.590
40 H 2.572 0.140 -6.394
41 H 3.781 -2.324 -5.869
42 H 3.440 1.371 -3.684
43 H 2.190 1.495 -1.548
44 N -1.940 0.736 -1.244
45 P -2.414 2.084 -1.884
46 C -4.092 2.622 -1.472
47 C -5.001 1.633 -1.099
48 C -6.314 1.961 -0.811
49 C -6.735 3.282 -0.901
50 C -5.841 4.269 -1.291
51 C -4.524 3.940 -1.581
52 C -1.285 3.496 -1.685
53 C -0.141 3.512 -2.484
54 C 0.820 4.498 -2.325
55 C 0.641 5.493 -1.374
56 C -0.500 5.497 -0.585
57 C -1.457 4.503 -0.737
58 C -2.480 1.867 -3.684
59 C -2.222 0.628 -4.248
60 C -2.280 0.456 -5.625
61 C -2.602 1.528 -6.442
62 C -2.870 2.772 -5.883
63 C -2.813 2.941 -4.510
64 H -4.662 0.604 -1.033
65 H -7.016 1.188 -0.525
66 H -7.763 3.540 -0.680
67 H -6.170 5.297 -1.375
68 H -3.840 4.721 -1.887
69 H -0.003 2.747 -3.240
70 H 1.699 4.503 -2.957
71 H 1.380 6.276 -1.264
72 H -0.655 6.285 0.140
73 H -2.354 4.537 -0.131
74 H -1.993 -0.196 -3.591
75 H -2.081 -0.517 -6.058
76 H -2.651 1.397 -7.515
77 H -3.126 3.609 -6.519
78 H -3.020 3.917 -4.087
79 C -4.107 -1.827 2.165
80 Si -2.608 -1.706 3.290
81 C -2.819 -0.239 4.428
82 C -2.506 -3.309 4.247
83 Ge -0.546 -1.559 1.943
84 Si 0.679 -3.582 1.189
85 C 2.105 -2.989 0.133
86 C 1.256 -4.528 2.699
87 C -0.446 -4.727 0.224
88 Si 1.194 -1.215 4.105
89 C 0.569 0.478 4.583
90 C 2.937 -1.358 3.470
91 C 0.945 -2.394 5.517
92 H -4.968 -1.945 2.830
93 H -4.089 -2.698 1.510
94 H -4.275 -0.929 1.568
95 H -3.842 -0.239 4.812
96 H -2.652 0.716 3.928
97 H -2.152 -0.291 5.289
98 H -3.458 -3.399 4.779
99 H -1.716 -3.346 4.992
100 H -2.412 -4.184 3.602
101 H 2.950 -2.660 0.738
102 H 1.797 -2.160 -0.507
103 H 2.457 -3.793 -0.518
104 H 2.106 -4.050 3.181
105 H 1.587 -5.521 2.386
106 H 0.467 -4.666 3.440
107 H -0.611 -4.405 -0.801
108 H -1.410 -4.903 0.701
109 H 0.080 -5.686 0.194
110 H 0.017 1.010 3.813
111 H 1.434 1.088 4.860
112 H -0.079 0.382 5.455
113 H 3.116 -0.938 2.485
114 H 3.266 -2.396 3.491
115 H 3.554 -0.805 4.188
116 H -0.066 -2.441 5.910
117 H 1.566 -1.945 6.304
118 H 1.313 -3.401 5.340

Atomic partial charges in e from the Mulliken method, atoms 1 to 99: number 1, Pt, carries -0.28; number 2, S, carries -0.42; number 3, C, carries 0.33; number 4, N, carries 1.15; number 5, C, carries -1.35; number 6, C, carries -0.30; number 7, C, carries -0.82; number 8, C, carries -1.01; number 9, C, carries -0.44; number 10, C, carries 1.72; number 11, S, carries -0.16; number 12, H, carries 0.49; number 13, H, carries 0.50; number 14, H, carries 0.43; number 15, H, carries 0.54; number 16, O, carries -0.49; number 17, C, carries -0.61; number 18, C, carries -0.31; number 19, C, carries -1.00; number 20, C, carries -0.31; number 21, N, carries 1.41; number 22, C, carries -0.28; number 23, C, carries -0.48; number 24, C, carries 0.41; number 25, C, carries -0.77; number 26, C, carries 0.11; number 27, C, carries -1.02; number 28, O, carries -0.51; number 29, C, carries -1.19; number 30, C, carries -0.73; number 31, N, carries 0.76; number 32, H, carries 0.35; number 33, H, carries 0.33; number 34, H, carries 0.36; number 35, H, carries 0.59; number 36, H, carries -0.50; number 37, H, carries 0.78; number 38, H, carries 1.05; number 39, H, carries 0.46; number 40, H, carries 0.26; number 41, H, carries 0.31; number 42, H, carries 0.51; number 43, H, carries 0.40; number 44, N, carries -0.21; number 45, P, carries 0.96; number 46, C, carries 1.25; number 47, C, carries -0.65; number 48, C, carries -0.75; number 49, C, carries -0.72; number 50, C, carries -0.85; number 51, C, carries -0.66; number 52, C, carries 0.77; number 53, C, carries -1.02; number 54, C, carries -0.75; number 55, C, carries -0.92; number 56, C, carries -0.74; number 57, C, carries -0.09; number 58, C, carries 0.08; number 59, C, carries 0.36; number 60, C, carries -0.64; number 61, C, carries -0.72; number 62, C, carries -0.81; number 63, C, carries -0.54; number 64, H, carries 0.41; number 65, H, carries 0.47; number 66, H, carries 0.43; number 67, H, carries 0.48; number 68, H, carries 0.38; number 69, H, carries 0.50; number 70, H, carries 0.51; number 71, H, carries 0.44; number 72, H, carries 0.50; number 73, H, carries 0.25; number 74, H, carries 0.26; number 75, H, carries 0.54; number 76, H, carries 0.42; number 77, H, carries 0.46; number 78, H, carries 0.33; number 79, C, carries -0.88; number 80, Si, carries 0.58; number 81, C, carries -0.69; number 82, C, carries -1.08; number 83, Ge, carries 0.31; number 84, Si, carries 0.45; number 85, C, carries -0.68; number 86, C, carries -1.16; number 87, C, carries -0.85; number 88, Si, carries 0.57; number 89, C, carries -0.38; number 90, C, carries -0.93; number 91, C, carries -1.21; number 92, H, carries 0.52; number 93, H, carries 0.30; number 94, H, carries 0.08; number 95, H, carries 0.45; number 96, H, carries -0.01; number 97, H, carries 0.30; number 98, H, carries 0.40; number 99, H, carries 0.27